1.
Entry from the Open Molecules 2025 dataset: a cluster of 2 separate species, C3H3FO in total in a non-equilibrium geometry (the ωB97M-V functional and the def2-TZVPD basis).

Properties
**Kohn-Sham gap**: 8.48 eV
**E_LUMO**: -1.180 eV
**SMILES**: C=C=C=O.F
**Net charge**: 0
**HOMO level**: -9.66 eV
**Multiplicity**: 1
**Energy relative to the best compared isomer or geometry (same formula, charge and spin)**: 154.99 kJ/mol
**Calculated total energy**: -7921.688 eV

Positions of all 8 atoms, in Å:
C  0.930  -0.741  -0.419
C  0.164  0.271  -0.066
C  0.025  1.532  0.140
O  -0.219  2.628  0.488
H  0.534  -1.705  -0.361
H  1.981  -0.633  -0.987
F  -2.167  -0.654  0.590
H  -1.248  -0.698  0.616

---

2.
Entry from the Open Molecules 2025 dataset: an isolated molecule of C11H5Cl2N3O2 in a non-equilibrium geometry (the ωB97M-V functional and the def2-TZVPD basis).

Properties
**Kohn-Sham gap**: 9.12 eV
**E_LUMO**: 0.032 eV
**SMILES**: Clc1ccc(-c2noc(-c3occc3Cl)n2)nc1
**Net charge**: 0
**HOMO level**: -9.09 eV
**Multiplicity**: 1
**Energy relative to the best compared isomer or geometry (same formula, charge and spin)**: 191.13 kJ/mol
**Calculated total energy**: -45094.038 eV

Positions of all 23 atoms, in Å:
Cl  5.728  -1.935  3.475
C  4.269  -1.682  2.620
C  3.153  -2.169  3.281
C  1.951  -1.720  2.614
C  1.867  -1.149  1.396
C  0.681  -0.696  0.785
N  -0.371  -1.473  0.745
O  -1.268  -0.896  -0.126
C  -0.775  0.397  -0.374
C  -1.606  1.521  -1.044
O  -2.911  1.587  -1.489
C  -3.095  2.839  -2.092
C  -2.050  3.675  -1.873
C  -1.014  2.797  -1.202
Cl  0.576  3.298  -0.526
N  0.365  0.541  0.194
N  2.998  -0.732  0.781
C  4.219  -0.953  1.373
H  3.324  -2.609  4.248
H  1.031  -1.963  3.140
H  -3.958  3.237  -2.682
H  -2.044  4.792  -2.039
H  5.094  -0.607  0.874

---

3.
Entry from the Open Molecules 2025 dataset: a structure of composition C6H10O in a non-equilibrium geometry (the ωB97M-V functional and the def2-TZVPD basis).

Properties
**Kohn-Sham gap**: 9.59 eV
**E_LUMO**: 1.016 eV
**Net charge**: 0
**HOMO level**: -8.57 eV
**Multiplicity**: 1
**Energy relative to the best compared isomer or geometry (same formula, charge and spin)**: 249.62 kJ/mol
**Calculated total energy**: -8428.653 eV

Positions of all 17 atoms, in Å:
C  -0.094  0.404  2.000
C  -0.770  0.330  0.665
O  -1.057  1.584  0.011
C  -0.510  1.081  -1.198
C  0.948  0.876  -1.013
C  0.079  -0.189  -0.477
C  0.214  -1.642  -0.854
H  0.000  -0.620  2.382
H  0.910  0.825  1.884
H  -0.665  1.008  2.705
H  -1.729  -0.210  0.720
H  -1.123  0.478  -1.835
H  1.519  0.652  -1.906
H  1.441  1.516  -0.290
H  0.962  -2.078  -0.178
H  -0.713  -2.221  -0.739
H  0.587  -1.792  -1.875

---

4.
Entry from the Open Molecules 2025 dataset: the ion C4H11N3 with charge +2 in a non-equilibrium geometry (the ωB97M-V functional and the def2-TZVPD basis).

Properties
**Kohn-Sham gap (spin up / spin down)**: 6.53 / 7.83 eV
**E_LUMO (spin up / spin down)**: -13.045 / -11.497 eV
**Net charge**: +2
**HOMO level (spin up / spin down)**: -19.58 / -19.32 eV
**Multiplicity**: 1
**Energy relative to the best compared isomer or geometry (same formula, charge and spin)**: 506.43 kJ/mol
**Calculated total energy**: -8773.873 eV

Positions of all 18 atoms, in Å:
C  0.035  0.735  -0.069
C  -0.319  2.178  0.331
C  0.368  -1.101  -1.442
C  0.666  -0.362  2.184
N  -0.803  -1.934  -1.395
N  -0.117  0.276  -1.234
N  0.412  -0.051  0.867
H  -0.124  2.842  -0.537
H  -1.467  2.126  0.402
H  0.373  2.470  1.090
H  1.026  -1.430  -0.605
H  -1.335  -1.961  -2.285
H  0.833  -1.136  -2.507
H  -0.363  -0.755  2.523
H  0.939  0.472  2.930
H  1.382  -1.104  2.341
H  -1.315  -2.046  -0.525
H  -0.192  0.781  -2.070

---

5.
Entry from the Open Molecules 2025 dataset: an isolated molecule of C5H10O2 (the ωB97M-V functional and the def2-TZVPD basis).

Properties
**Kohn-Sham gap**: 10.72 eV
**E_LUMO**: 0.985 eV
**SMILES**: OC[C@H]1CCCO1
**Net charge**: 0
**HOMO level**: -9.73 eV
**Multiplicity**: 1
**Energy relative to the best compared isomer or geometry (same formula, charge and spin)**: 134.99 kJ/mol
**Calculated total energy**: -9441.644 eV

Positions of all 17 atoms, in Å:
O  -1.140  0.925  2.410
C  -0.091  1.080  1.487
C  -0.571  0.653  0.085
C  0.553  0.635  -0.970
C  0.587  -0.805  -1.522
C  -0.070  -1.570  -0.377
O  -1.059  -0.694  0.153
H  -1.485  0.038  2.233
H  0.793  0.492  1.805
H  0.217  2.134  1.528
H  -1.433  1.279  -0.176
H  1.458  0.832  -0.397
H  0.473  1.389  -1.761
H  1.609  -1.153  -1.714
H  0.025  -0.931  -2.458
H  0.686  -1.809  0.386
H  -0.569  -2.495  -0.679

---

6.
Entry from the Open Molecules 2025 dataset: the ion CHN6 with charge -1 in a non-equilibrium geometry (the ωB97M-V functional and the def2-TZVPD basis).

Properties
**Kohn-Sham gap**: 9.40 eV
**E_LUMO**: 4.729 eV
**Net charge**: -1
**HOMO level**: -4.67 eV
**Multiplicity**: 1
**Energy relative to the best compared isomer or geometry (same formula, charge and spin)**: 155.09 kJ/mol
**Calculated total energy**: -9991.269 eV

Positions of all 8 atoms, in Å:
C  -0.161  -0.004  0.469
N  -1.023  0.046  -0.521
N  -0.437  -0.765  1.482
N  -2.029  -0.623  -0.039
N  -1.699  -1.102  1.197
N  1.534  0.591  -1.160
N  1.461  0.669  0.064
H  2.355  1.188  -1.492

---

7.
Entry from the Open Molecules 2025 dataset: a cluster of 4 separate species, C4H14NO6 in total in a non-equilibrium geometry (the ωB97M-V functional and the def2-TZVPD basis).

Properties
**Kohn-Sham gap**: 6.17 eV
**E_LUMO**: 3.288 eV
**Net charge**: -1
**HOMO level**: -2.88 eV
**Multiplicity**: 1
**Energy relative to the best compared isomer or geometry (same formula, charge and spin)**: 462.61 kJ/mol
**Calculated total energy**: -18149.081 eV

Positions of all 25 atoms, in Å:
O  0.512  -3.080  -1.786
C  0.430  -2.323  -0.786
O  -0.300  -2.983  0.166
C  1.110  -1.213  -0.372
C  0.429  -0.211  0.536
C  0.654  -0.415  1.973
O  -0.217  0.391  2.852
N  2.145  -0.596  -1.026
H  -0.520  -3.842  -0.208
H  -1.127  0.104  -1.459
H  0.958  0.747  0.368
H  -0.684  -0.091  0.358
H  1.649  0.017  2.166
H  0.387  -1.403  2.243
H  -0.263  1.284  2.438
H  3.067  -1.160  -1.043
H  -2.212  1.115  2.243
H  -1.435  1.708  0.867
O  -2.068  1.963  1.640
H  -0.077  2.128  -1.765
H  -1.913  1.010  -2.454
O  -1.679  0.799  -1.598
H  1.921  -0.515  -2.007
H  -0.387  3.523  -1.254
O  -0.380  3.041  -2.092

---

8.
Entry from the Open Molecules 2025 dataset: an isolated molecule of C3H8N4 in a non-equilibrium geometry (the ωB97M-V functional and the def2-TZVPD basis).

Properties
**Kohn-Sham gap**: 9.06 eV
**E_LUMO**: 1.092 eV
**SMILES**: C1=NNCCNN1
**Net charge**: 0
**HOMO level**: -7.97 eV
**Multiplicity**: 1
**Energy relative to the best compared isomer or geometry (same formula, charge and spin)**: 292.26 kJ/mol
**Calculated total energy**: -9198.604 eV

Positions of all 15 atoms, in Å:
C  0.933  -0.364  1.508
N  -0.245  -0.860  1.626
N  -0.905  -0.992  0.355
C  -1.321  0.219  -0.329
C  -0.101  0.741  -1.197
N  1.061  -0.071  -0.964
N  1.537  0.075  0.358
H  1.540  -0.235  2.477
H  -1.696  -1.536  0.663
H  -2.154  -0.059  -0.997
H  -1.678  0.964  0.368
H  -0.347  0.787  -2.223
H  0.051  1.807  -0.896
H  0.886  -1.040  -1.219
H  2.438  0.566  0.468